Record 1
C7H9NO2 | wB97M-V/def2-TZVPD

Structure (XYZ):
```
19
C7H9NO2, DFT wB97M-V/def2-TZVPD
O -1.127 2.711 0.624
O 3.279 -2.198 0.799
N -0.650 1.460 0.390
C -0.532 3.532 1.604
C 2.405 -1.647 0.331
C 1.461 -0.996 -0.242
C 0.132 -1.513 -0.589
C 0.133 -2.879 -1.151
C -0.937 -0.702 -0.632
C -1.277 0.708 -0.403
H -0.843 -3.457 -1.282
H -1.780 -1.122 -1.137
H 1.566 0.161 -0.376
H 0.818 -3.423 -0.514
H -2.202 0.933 -0.823
H 0.645 -2.814 -2.088
H -1.240 3.717 2.412
H 0.482 3.026 1.772
H -0.334 4.503 1.306
```

The value obtained for the HOMO energy is -8.056 eV. As for the relative energy (zero: lowest compared OMol25 entry of this formula, charge and spin): 117.2 kcal/mol. Its SMILES is CO/N=C/C=C(/C)C=C=O.

Computed Löwdin charges, given in elementary charges:
1. O -0.185
2. O 0.221
3. N 0.031
4. C -0.082
5. C -0.224
6. C -0.060
7. C -0.317
8. C -0.054
9. C -0.057
10. C -0.134
11. H 0.116
12. H 0.090
13. H 0.165
14. H 0.070
15. H 0.097
16. H 0.084
17. H 0.082
18. H 0.114
19. H 0.043

Record 2
C8H11N4 | wB97M-V/def2-TZVPD

Structure (XYZ):
```
23
C8H11N4, DFT wB97M-V/def2-TZVPD
N -2.405 0.965 -0.153
N -1.894 -1.278 -0.387
N 1.079 -0.134 0.578
N 1.896 0.730 -1.206
C -1.561 -0.332 1.941
C 2.250 0.201 0.010
C -2.853 -1.000 -1.188
C 0.007 0.302 -0.141
C -1.637 -0.101 0.392
C 3.639 -0.097 0.379
C -3.031 0.443 -1.136
C 0.525 0.819 -1.259
H 4.279 -0.397 -0.527
H -3.149 -1.698 -1.973
H 3.688 -0.997 0.948
H 0.966 -0.572 1.436
H -0.525 -0.264 2.379
H -1.917 -1.252 2.144
H 0.026 1.110 -2.118
H 4.021 0.648 1.043
H 2.577 1.387 -1.790
H -3.736 1.072 -1.704
H -2.248 0.443 2.331
```

The total charge is +1. The value obtained for the HOMO energy is -13.605 eV. As for the relative energy (zero: lowest compared OMol25 entry of this formula, charge and spin): 33.7 kcal/mol. Its SMILES is Cc1[nH]cc(C2(C)N=CC=N2)[nH+]1.

Computed Löwdin charges, given in elementary charges:
1. N 0.119
2. N 0.110
3. N 0.180
4. N 0.135
5. C 0.039
6. C -0.243
7. C -0.071
8. C -0.051
9. C -0.421
10. C 0.023
11. C -0.098
12. C -0.024
13. H 0.139
14. H 0.126
15. H 0.083
16. H 0.132
17. H 0.087
18. H 0.039
19. H 0.118
20. H 0.092
21. H 0.251
22. H 0.129
23. H 0.106

Record 3
C2H4O3 | wB97M-V/def2-TZVPD

Structure (XYZ):
```
9
C2H4O3, DFT wB97M-V/def2-TZVPD
O 0.627 1.238 0.017
O 1.581 -0.789 -0.143
O -1.839 0.085 -0.245
C -0.815 -0.670 0.227
C 0.589 -0.108 0.031
H -1.363 1.253 0.138
H -0.623 -1.612 -0.547
H 1.227 1.671 0.254
H -0.847 -0.919 1.581
```

The value obtained for the HOMO energy is -10.249 eV. As for the relative energy (zero: lowest compared OMol25 entry of this formula, charge and spin): 108.4 kcal/mol.

Computed Löwdin charges, given in elementary charges:
1. O 0.200
2. O 0.101
3. O -0.132
4. C -0.302
5. C -0.500
6. H 0.298
7. H 0.181
8. H -0.058
9. H 0.213

Record 4
C5H13N2 | wB97M-V/def2-TZVPD

Structure (XYZ):
```
20
C5H13N2, DFT wB97M-V/def2-TZVPD
N -2.135 -1.130 -0.343
N 1.528 -0.199 -0.764
C -1.294 -0.923 0.782
C 1.315 2.115 0.073
C 2.186 0.879 0.041
C -1.707 -1.334 1.965
C -1.858 -0.825 -1.547
H -3.034 -1.568 -0.149
H 2.338 0.498 1.052
H -0.904 -0.366 -1.785
H 1.005 2.398 -0.926
H -1.100 -1.200 2.843
H 1.730 0.038 -1.733
H 3.178 1.111 -0.350
H 0.417 1.936 0.665
H -0.344 -0.488 0.512
H -2.588 -1.043 -2.313
H 2.097 -1.035 -0.643
H 1.846 2.952 0.518
H -2.676 -1.817 2.101
```

The total charge is +1. The value obtained for the HOMO energy is -13.439 eV. As for the relative energy (zero: lowest compared OMol25 entry of this formula, charge and spin): 61.6 kcal/mol.

Computed Löwdin charges, given in elementary charges:
1. N 0.048
2. N -0.035
3. C -0.131
4. C -0.107
5. C -0.320
6. C 0.113
7. C 0.193
8. H 0.180
9. H 0.106
10. H 0.106
11. H 0.069
12. H 0.086
13. H 0.072
14. H 0.107
15. H 0.060
16. H 0.081
17. H 0.126
18. H 0.078
19. H 0.079
20. H 0.089

Record 5
C17H15F3N2O4S | wB97M-V/def2-TZVPD

Structure (XYZ):
```
42
C17H15F3N2O4S, DFT wB97M-V/def2-TZVPD
S -5.195 3.003 -2.181
F -6.941 2.273 -4.029
F -6.026 4.197 -4.391
F -7.547 3.993 -2.869
O -5.870 2.129 -1.244
O -4.155 2.360 -2.969
O -4.830 4.299 -1.649
O 5.490 -3.394 0.612
N 4.032 -1.597 0.733
N 1.778 -0.691 0.427
C -2.513 2.148 0.507
C 3.721 -3.661 2.202
C -1.963 1.479 1.607
C -6.493 3.386 -3.430
C 0.186 -1.906 -0.869
C 2.273 1.540 1.615
C -1.063 0.885 -0.957
C -0.511 0.223 0.141
C 0.505 -0.815 -0.106
C -0.968 0.535 1.423
C 4.496 -0.678 1.785
C 1.178 -2.868 -1.133
C 2.431 -2.710 -0.585
C -2.057 1.835 -0.769
C 4.520 -2.951 1.127
C 2.758 -1.616 0.244
C 2.000 0.487 1.124
H 4.682 0.327 1.420
H 3.819 -0.623 2.639
H -0.743 0.635 -1.960
H -3.290 2.892 0.617
H 5.454 -1.041 2.157
H -0.565 0.044 2.302
H 3.171 -3.457 -0.829
H -0.810 -1.998 -1.268
H -2.478 2.316 -1.644
H 2.679 -3.340 2.202
H 4.134 -3.452 3.189
H -2.358 1.717 2.584
H 2.381 2.548 1.941
H 0.954 -3.718 -1.759
H 3.734 -4.735 2.040
```

The value obtained for the HOMO energy is -7.797 eV. As for the relative energy (zero: lowest compared OMol25 entry of this formula, charge and spin): 0.0 kcal/mol.

Computed Löwdin charges, given in elementary charges:
1. S 0.433
2. F 0.110
3. F 0.110
4. F 0.114
5. O -0.333
6. O -0.354
7. O -0.335
8. O 0.172
9. N 0.001
10. N 0.116
11. C -0.018
12. C 0.029
13. C -0.055
14. C -0.676
15. C 0.032
16. C 0.203
17. C -0.004
18. C -0.209
19. C -0.111
20. C -0.055
21. C -0.032
22. C 0.018
23. C 0.022
24. C -0.029
25. C -0.459
26. C -0.182
27. C -0.102
28. H 0.092
29. H 0.097
30. H 0.124
31. H 0.116
32. H 0.106
33. H 0.114
34. H 0.131
35. H 0.140
36. H 0.084
37. H 0.087
38. H 0.100
39. H 0.107
40. H 0.070
41. H 0.128
42. H 0.099

Record 6
C5H8N3 | wB97M-V/def2-TZVPD

Structure (XYZ):
```
16
C5H8N3, DFT wB97M-V/def2-TZVPD
N 0.435 1.674 -0.779
N -0.590 0.081 1.848
N 0.410 1.946 0.584
C 0.421 0.446 -1.419
C -0.606 -1.551 0.038
C 0.007 1.197 1.622
C 0.076 -0.811 -1.096
C -0.956 -1.009 1.372
H 0.023 -2.444 0.444
H 0.577 -1.626 -1.670
H 0.104 1.726 2.580
H -1.390 -1.730 1.981
H -1.476 -2.103 -0.361
H 0.492 2.893 0.797
H 0.823 0.713 -2.427
H 0.656 2.389 -1.378
```

The total charge is +1. The value obtained for the HOMO energy (alpha / beta) is -13.061 / -13.062 eV. As for the relative energy (zero: lowest compared OMol25 entry of this formula, charge and spin): 95.0 kcal/mol. Its SMILES is C1=C\N/[NH+]=C\N=C/C/1.

Computed Löwdin charges, given in elementary charges:
1. N 0.056
2. N 0.117
3. N 0.137
4. C -0.094
5. C -0.142
6. C -0.088
7. C -0.058
8. C -0.076
9. H 0.180
10. H 0.128
11. H 0.155
12. H 0.117
13. H 0.144
14. H 0.153
15. H 0.147
16. H 0.123